No. 1
{
  "formula": "C3H4OS2",
  "method": "ωB97M-V/def2-TZVPD",
  "e_above_lowest_kcal_mol": 23.52,
  "homo_energy_ev": -9.2,
  "smiles": "CC(=S)C(=O)S",
  "charge": 0,
  "total_energy_ev": -26892.86908,
  "species": ["C", "C", "S", "C", "O", "S", "H", "H", "H", "H"],
  "coordinates": [[-1.432, 0.644, 0.003], [-0.486, -0.540, -0.037], [-0.846, -2.083, -0.019], [0.965, -0.041, -0.073], [1.245, 1.160, -0.021], [2.230, -1.311, -0.012], [-1.352, 1.301, -0.902], [-2.496, 0.213, 0.061], [-1.173, 1.245, 0.921], [3.344, -0.590, 0.079]],
  "lowdin_charge": [-0.12, -0.85, 0.80, -0.78, -0.01, 0.79, 0.10, 0.09, 0.10, -0.13]
}


No. 2
{
  "formula": "C21H32N7O4PtS",
  "method": "ωB97M-V/def2-TZVPD",
  "e_above_lowest_kcal_mol": 44.90,
  "homo_energy_ev": [-16.7, -16.7],
  "s2": 6.03,
  "multiplicity": 5,
  "charge": 3,
  "total_energy_ev": -54971.65484,
  "species": ["Pt", "C", "N", "C", "N", "S", "H", "H", "H", "H", "H", "H", "C", "N", "C", "C", "C", "O", "H", "H", "H", "H", "H", "H", "H", "H", "H", "C", "C", "C", "C", "C", "C", "O", "N", "C", "O", "N", "C", "O", "H", "H", "H", "H", "H", "H", "H", "H", "H", "H", "H", "N", "C", "N", "C", "C", "C", "C", "C", "C", "H", "H", "H", "H", "H", "H"],
  "coordinates": [[0.550, -0.441, -0.085], [1.781, 5.146, 1.626], [1.932, 4.086, 0.656], [1.252, 2.960, 0.609], [0.299, 2.636, 1.464], [1.722, 1.815, -0.622], [2.092, 6.089, 1.182], [2.409, 4.964, 2.502], [0.746, 5.245, 1.947], [2.662, 4.217, -0.034], [-0.006, 3.318, 2.145], [-0.431, 1.968, 1.189], [-3.293, -1.891, 2.454], [-2.249, -1.628, 3.407], [-2.599, -1.817, 4.789], [-1.029, -1.239, 3.007], [-0.003, -0.955, 4.057], [-0.763, -1.144, 1.790], [-4.143, -1.236, 2.665], [-3.635, -2.924, 2.546], [-2.930, -1.708, 1.444], [-3.484, -2.447, 4.853], [-2.834, -0.859, 5.261], [-1.794, -2.280, 5.359], [-0.391, -0.287, 4.821], [0.878, -0.510, 3.598], [0.294, -1.883, 4.546], [-0.747, 2.674, -3.356], [-1.225, 1.477, -4.159], [-1.982, 0.359, -3.391], [-2.299, -0.799, -4.347], [-3.387, -1.731, -3.870], [-3.286, 0.971, -2.838], [-4.303, 0.967, -3.468], [-3.184, 1.548, -1.602], [-2.149, 1.373, -0.703], [-2.115, 1.953, 0.360], [-1.184, 0.485, -1.057], [-1.085, -0.094, -2.256], [-0.182, -0.919, -2.404], [-0.204, 3.341, -4.021], [-0.061, 2.376, -2.559], [-1.570, 3.237, -2.922], [-0.361, 1.008, -4.638], [-1.879, 1.828, -4.960], [-1.371, -1.372, -4.464], [-2.556, -0.411, -5.334], [-3.239, -2.041, -2.836], [-3.446, -2.609, -4.511], [-4.366, -1.238, -3.944], [-3.990, 2.079, -1.272], [2.983, -3.816, 0.347], [1.863, -3.102, 0.236], [2.099, -1.796, 0.287], [3.462, -1.653, 0.414], [4.277, -0.521, 0.499], [5.640, -0.716, 0.654], [6.194, -1.995, 0.719], [5.402, -3.136, 0.627], [4.036, -2.942, 0.464], [3.069, -4.823, 0.304], [0.882, -3.537, 0.142], [3.853, 0.469, 0.428], [6.291, 0.141, 0.727], [7.260, -2.106, 0.838], [5.825, -4.126, 0.695]],
  "lowdin_charge": [1.13, 0.00, 0.01, -0.70, 0.18, 0.92, 0.12, 0.12, 0.10, 0.15, 0.13, 0.06, -0.01, -0.14, -0.02, -0.47, 0.02, -0.14, 0.11, 0.11, 0.08, 0.11, 0.11, 0.10, 0.10, 0.08, 0.10, -0.06, -0.13, -0.28, -0.17, -0.07, -0.39, 0.17, 0.23, -0.53, 0.06, 0.02, -0.47, 0.02, 0.10, 0.02, 0.09, 0.14, 0.15, 0.12, 0.14, 0.08, 0.09, 0.08, 0.19, 0.21, -0.03, -0.03, -0.16, 0.07, 0.01, 0.07, 0.13, -0.14, 0.21, 0.17, 0.08, 0.14, 0.15, 0.15]
}


No. 3
{
  "formula": "C3H6N2Si",
  "method": "ωB97M-V/def2-TZVPD",
  "e_above_lowest_kcal_mol": 74.29,
  "homo_energy_ev": [-8.2, -8.2],
  "charge": 0,
  "total_energy_ev": -14061.91476,
  "species": ["C", "C", "C", "N", "N", "Si", "H", "H", "H", "H", "H", "H"],
  "coordinates": [[-1.272, 1.386, -0.383], [-0.897, 0.330, 0.507], [0.561, 2.078, -1.726], [-0.445, 1.635, -1.351], [-0.001, -0.551, 0.167], [0.921, -1.796, 0.970], [-2.405, 1.644, -0.398], [-1.408, 0.303, 1.485], [1.049, 2.105, -2.673], [0.596, -3.308, 0.569], [0.968, -2.084, 2.451], [2.334, -1.742, 0.383]],
  "lowdin_charge": [-0.17, -0.27, 0.13, -0.02, -0.16, 0.48, 0.14, 0.11, 0.07, -0.09, -0.11, -0.09]
}


No. 4
{
  "formula": "C18H15NO4",
  "method": "ωB97M-V/def2-TZVPD",
  "e_above_lowest_kcal_mol": 55.02,
  "homo_energy_ev": -7.9,
  "smiles": "CO[C@H]1C=CC2=CC(=O)N3C=Cc4cc5c(cc4[C@]23C1)OCO5",
  "charge": 0,
  "total_energy_ev": -28587.58479,
  "species": ["C", "O", "C", "C", "C", "C", "C", "C", "O", "N", "C", "C", "C", "C", "C", "C", "C", "C", "C", "C", "O", "C", "O", "H", "H", "H", "H", "H", "H", "H", "H", "H", "H", "H", "H", "H", "H", "H"],
  "coordinates": [[-2.906, -1.834, 2.525], [-2.502, -0.478, 2.738], [-1.682, 0.057, 1.677], [-1.804, 1.553, 1.708], [-0.717, 2.368, 1.486], [0.576, 1.770, 1.223], [1.771, 2.331, 1.516], [2.761, 1.298, 1.557], [3.940, 1.417, 1.891], [2.165, 0.082, 1.292], [2.929, -1.008, 0.845], [2.612, -1.501, -0.403], [1.483, -0.940, -1.180], [1.298, -1.286, -2.551], [0.316, -0.650, -3.319], [-0.532, 0.266, -2.713], [-0.428, 0.551, -1.361], [0.611, -0.003, -0.572], [0.761, 0.310, 0.916], [-0.210, -0.435, 1.846], [-1.416, 0.791, -3.614], [-1.137, 0.074, -4.840], [0.019, -0.784, -4.642], [-2.005, -2.500, 2.360], [-3.583, -1.981, 1.663], [-3.413, -2.169, 3.448], [-2.072, -0.302, 0.729], [-2.774, 1.998, 1.954], [-0.838, 3.441, 1.619], [1.887, 3.352, 1.840], [3.787, -1.327, 1.408], [3.206, -2.322, -0.820], [1.941, -1.941, -3.072], [-1.088, 1.294, -0.942], [0.112, -0.218, 2.885], [-0.160, -1.531, 1.707], [-1.946, -0.559, -5.165], [-0.958, 0.816, -5.640]],
  "lowdin_charge": [-0.10, -0.17, -0.32, 0.01, -0.01, -0.14, 0.10, -0.43, 0.06, 0.03, -0.02, 0.00, -0.14, 0.07, -0.21, -0.21, 0.08, -0.05, -0.30, -0.01, 0.04, -0.10, 0.03, 0.09, 0.09, 0.09, 0.14, 0.12, 0.12, 0.13, 0.12, 0.11, 0.11, 0.12, 0.15, 0.13, 0.13, 0.14]
}


No. 5
{
  "formula": "C23H25CeN8O5S2",
  "method": "ωB97M-V/def2-TZVPD",
  "e_above_lowest_kcal_mol": 0.00,
  "homo_energy_ev": [-13.5, -13.6],
  "s2": 0.75,
  "multiplicity": 2,
  "charge": 2,
  "total_energy_ev": -81006.85809,
  "species": ["Ce", "N", "C", "C", "C", "C", "N", "C", "N", "N", "C", "O", "O", "H", "H", "H", "H", "H", "H", "H", "H", "H", "H", "H", "H", "H", "H", "N", "C", "C", "C", "C", "C", "C", "N", "C", "C", "C", "S", "C", "N", "H", "H", "H", "H", "H", "H", "H", "O", "C", "N", "S", "O", "O", "C", "C", "C", "C", "C", "C", "H", "H", "H", "H"],
  "coordinates": [[0.853, -0.388, -0.717], [0.361, 1.544, -2.365], [-0.818, 1.196, -3.211], [-1.832, 2.319, -3.334], [-2.266, 2.956, -2.018], [-2.784, 2.010, -0.946], [-4.014, 1.352, -1.383], [-4.338, 0.095, -1.123], [-3.713, -0.573, -0.155], [-5.350, -0.483, -1.775], [-1.489, -0.121, -2.789], [-2.617, -0.357, -3.149], [-0.754, -0.925, -2.035], [0.130, 2.313, -1.735], [1.088, 1.920, -2.964], [-0.449, 0.984, -4.215], [-2.685, 1.926, -3.886], [-1.402, 3.111, -3.951], [-3.048, 3.689, -2.241], [-1.464, 3.545, -1.566], [-2.958, 2.567, -0.025], [-2.053, 1.233, -0.716], [-4.554, 1.827, -2.089], [-2.958, -0.160, 0.363], [-3.841, -1.566, -0.064], [-5.667, -0.094, -2.648], [-5.562, -1.454, -1.623], [4.104, -3.183, 0.462], [3.102, -4.143, 0.596], [3.101, -5.417, 1.152], [1.902, -6.095, 1.111], [0.751, -5.530, 0.531], [0.770, -4.270, -0.025], [1.975, -3.572, 0.022], [2.305, -2.294, -0.451], [3.573, -2.115, -0.150], [4.244, -0.849, -0.436], [5.538, -0.509, -0.230], [5.787, 1.106, -0.703], [4.156, 1.233, -1.147], [3.450, 0.151, -0.966], [5.055, -3.272, 0.779], [3.985, -5.860, 1.593], [1.844, -7.091, 1.530], [-0.162, -6.110, 0.514], [-0.109, -3.853, -0.498], [6.345, -1.109, 0.164], [3.748, 2.156, -1.533], [0.206, 3.597, 0.373], [0.389, 2.675, 1.126], [0.972, 1.458, 0.750], [0.566, 0.323, 1.809], [1.661, -0.605, 1.962], [-0.582, -0.384, 1.160], [0.069, 1.352, 3.118], [-0.223, 1.049, 4.432], [-0.622, 2.116, 5.230], [-0.727, 3.404, 4.709], [-0.432, 3.675, 3.374], [-0.019, 2.630, 2.577], [-0.144, 0.045, 4.827], [-0.851, 1.938, 6.272], [-1.038, 4.211, 5.359], [-0.505, 4.676, 2.966]],
  "lowdin_charge": [1.33, 0.03, -0.25, -0.13, -0.15, -0.14, 0.11, -0.44, 0.24, 0.22, -0.55, 0.09, -0.22, 0.07, 0.12, 0.17, 0.12, 0.13, 0.13, 0.10, 0.14, 0.10, 0.17, 0.09, 0.14, 0.14, 0.13, 0.22, -0.16, 0.01, -0.05, -0.05, 0.00, -0.19, 0.01, -0.26, -0.29, -0.30, 1.14, -0.41, -0.05, 0.18, 0.12, 0.12, 0.11, 0.12, 0.10, 0.10, 0.11, -0.45, -0.19, 0.66, -0.25, -0.39, -0.22, 0.00, -0.03, -0.01, 0.03, -0.12, 0.13, 0.12, 0.12, 0.14]
}


No. 6
{
  "formula": "C3H4ClP",
  "method": "ωB97M-V/def2-TZVPD",
  "e_above_lowest_kcal_mol": 41.25,
  "homo_energy_ev": -8.5,
  "smiles": "C=C1C=P1.Cl",
  "charge": 0,
  "total_energy_ev": -24983.81341,
  "species": ["C", "C", "C", "P", "H", "H", "H", "Cl", "H"],
  "coordinates": [[-2.132, -0.242, -0.077], [-0.851, -0.056, -0.055], [0.414, 0.426, 0.468], [0.710, -0.677, -0.747], [-2.702, -1.044, -0.533], [-2.744, 0.336, 0.596], [0.908, 0.906, 1.277], [3.454, -1.127, 1.896], [2.851, -1.414, 0.808]],
  "lowdin_charge": [-0.07, -0.62, -0.35, 0.96, 0.05, 0.04, 0.03, 0.28, -0.32]
}


No. 7
{
  "formula": "CH4N3P",
  "method": "ωB97M-V/def2-TZVPD",
  "e_above_lowest_kcal_mol": 90.84,
  "homo_energy_ev": -8.6,
  "smiles": "[H]/N=N/N1CP1",
  "charge": 0,
  "total_energy_ev": -14856.80700,
  "species": ["H", "N", "N", "N", "C", "P", "H", "H", "H"],
  "coordinates": [[-3.097, 0.509, -0.046], [-2.138, 0.931, 0.161], [-1.292, 0.098, -0.207], [-0.009, 0.189, -0.172], [1.001, -0.806, -0.239], [1.594, 0.955, -0.005], [0.841, -1.608, 0.400], [1.382, -1.078, -1.283], [1.718, 0.809, 1.393]],
  "lowdin_charge": [0.06, 0.00, -0.17, -0.44, -0.37, 0.92, 0.05, 0.07, -0.12]
}


No. 8
{
  "formula": "C4H5NO",
  "method": "ωB97M-V/def2-TZVPD",
  "e_above_lowest_kcal_mol": 50.41,
  "homo_energy_ev": -9.1,
  "smiles": "Cc1cnco1",
  "charge": 0,
  "total_energy_ev": -7764.34066,
  "species": ["C", "C", "C", "N", "C", "O", "H", "H", "H", "H", "H"],
  "coordinates": [[-1.680, -0.554, -0.037], [-0.298, 0.049, 0.019], [0.358, 1.234, 0.303], [1.723, 1.039, 0.028], [1.848, -0.182, -0.278], [0.689, -0.842, -0.374], [-1.775, -1.426, 0.626], [-2.415, 0.190, 0.266], [-1.949, -0.900, -1.048], [0.782, 2.028, 0.923], [2.792, -0.661, -0.436]],
  "lowdin_charge": [-0.02, -0.27, -0.06, 0.03, -0.23, 0.05, 0.08, 0.08, 0.09, 0.12, 0.13]
}